(1)
Below is a cluster of 19 separate species, H39O19 in total at a distorted geometry, with properties calculated with ωB97M-V/def2-TZVPD.

XYZ file:
```
58
Properties=species:S:1:pos:R:3
O -0.787 2.981 -1.961
H -1.281 -4.253 0.810
H -1.650 3.097 -1.549
O -2.009 0.846 3.628
H -2.242 1.005 2.727
H -2.237 1.627 4.127
O -2.517 -1.283 0.326
H -2.519 -1.719 1.189
H -2.534 -0.363 0.615
O 0.215 0.521 1.578
H -0.292 0.690 2.380
H 3.914 1.494 -0.263
O -0.247 -2.046 -3.991
H -0.604 -1.329 -3.463
H -0.525 -2.904 -3.661
O -3.903 1.777 -0.477
H -4.576 1.109 -0.369
H -4.050 2.579 0.032
O 0.857 -3.096 -1.898
H 1.066 -4.030 -2.021
H 1.238 -2.695 -2.697
O -0.517 -3.782 1.170
H -0.891 -3.171 1.815
O 3.454 -0.228 -2.292
H 2.580 0.060 -2.577
H 3.902 -0.540 -3.088
O -1.784 -3.717 -1.334
H -1.498 -3.065 -0.691
H 0.522 1.607 -2.253
O 0.666 -1.265 -0.282
H 1.626 -1.037 -0.318
H 0.661 -2.232 -0.687
O 3.118 0.970 -0.154
H 2.388 1.408 -0.613
H 0.644 -1.452 0.690
O 3.312 1.889 3.314
H -2.681 -3.542 -1.613
H -0.995 2.757 -2.877
O 0.780 4.037 1.388
H 1.443 4.657 1.075
H 0.654 1.271 1.181
O -1.648 3.105 1.639
H -2.006 2.609 0.884
H -0.744 3.120 1.247
O -2.582 1.075 -3.180
H 3.099 -0.587 0.792
H -2.359 0.373 -2.570
O 3.009 -1.516 1.075
H -3.383 1.540 -2.929
H 3.695 -1.664 1.733
O 0.814 0.915 -1.636
H 0.020 1.023 -1.089
H 2.700 1.401 2.736
O 0.408 -2.006 2.985
H 1.192 -2.413 2.598
H 0.701 -1.559 3.784
H 4.080 1.412 2.958
H 0.305 4.538 2.056
```

Summary:
Total energy ... -1452.6770 Eh
LUMO level ... -2.79 eV
Largest force on an atom ... 0.043 Eh/bohr
HOMO ... -13.771 eV
Charge ... +1
ΔE to the lowest compared entry with this formula, charge and spin ... 160.49 kJ/mol

=====

(2)
Below is a cluster of 20 separate species, H39O20 in total at a distorted geometry, with properties calculated with ωB97M-V/def2-TZVPD.

XYZ file:
```
59
Properties=species:S:1:pos:R:3
O 1.890 -2.860 1.211
H -0.990 0.839 2.131
O 2.444 5.424 0.058
H 1.617 5.054 0.231
H 3.039 5.224 0.752
O 0.598 -4.622 -1.576
H 2.367 0.642 -1.581
H 0.988 -4.155 -0.855
O -3.696 -0.445 2.689
H -4.679 -0.256 2.726
H 1.236 -0.089 0.231
O 0.631 0.340 -0.163
H 0.215 -3.738 -3.960
H -0.379 -4.586 -1.689
O 2.795 1.563 -4.822
H 1.341 -2.202 1.474
H 1.436 -3.695 1.594
O -1.834 -3.641 -0.342
H -2.977 -0.039 -1.500
H -2.322 -3.513 -1.162
O 0.423 3.999 2.612
H -1.744 -2.803 0.015
H -0.421 0.697 -2.408
O -2.966 2.336 0.772
H -2.117 2.275 0.237
H -2.613 3.251 1.038
O 0.008 0.868 2.272
H 0.029 1.045 1.196
H 0.272 1.792 -3.212
O 0.802 -3.023 -4.258
H -3.353 -0.274 1.871
H 1.733 -3.213 -3.814
O -1.517 -2.396 3.631
H 0.036 -0.381 -1.337
H 2.365 2.175 -4.146
O -5.837 0.816 -1.395
H -5.556 0.224 -1.968
H 0.779 4.065 3.518
O 2.468 0.120 -2.394
H 0.550 3.121 2.398
H 1.529 -0.018 -2.478
O 3.160 0.193 2.210
H 3.327 -0.782 2.405
H 3.875 0.307 1.549
O 2.555 3.326 1.543
H 2.569 2.346 1.193
H -0.557 -2.133 3.446
O -0.567 -1.088 -1.837
H 3.311 3.401 2.139
H 0.139 -1.450 -2.502
O -0.179 0.989 -3.378
H 2.906 0.627 -4.570
H -1.984 -2.155 2.787
O 1.371 -1.206 3.180
H 0.950 -0.817 2.467
H 1.160 -0.718 3.968
O -3.309 -0.742 -0.830
H -2.305 -0.884 -0.510
H -5.015 0.862 -0.860
```

Summary:
Total energy ... -1528.0773 Eh
LUMO level ... 2.15 eV
Largest force on an atom ... 0.205 Eh/bohr
HOMO ... -6.968 eV
Charge ... -1
ΔE to the lowest compared entry with this formula, charge and spin ... 743.00 kJ/mol

=====

(3)
Below is a cluster of 2 separate species, H3IN2 in total, with properties calculated with ωB97M-V/def2-TZVPD.

XYZ file:
```
6
Properties=species:S:1:pos:R:3
N 0.125 -0.247 0.149
N 0.118 1.025 0.175
I -2.028 -2.413 1.334
H 0.398 -0.710 1.012
H -0.177 -0.821 -0.636
H -0.350 1.469 -0.615
```

Summary:
Total energy ... -408.9094 Eh
LUMO level (alpha / beta) ... -0.76 / -2.89 eV
Largest force on an atom ... 0.015 Eh/bohr
HOMO (alpha / beta) ... -8.947 / -8.002 eV
Charge ... 0
ΔE to the lowest compared entry with this formula, charge and spin ... 67.48 kJ/mol

=====

(4)
Below is a structure of composition H3IN2O2S at a distorted geometry, with properties calculated with ωB97M-V/def2-TZVPD.

XYZ file:
```
9
Properties=species:S:1:pos:R:3
N 1.893 0.290 0.054
N -0.961 0.810 -0.224
O -0.471 -1.569 -1.041
O -0.616 -0.996 1.382
S -0.223 -0.655 0.024
I -2.953 0.301 -0.397
H 1.619 0.939 0.804
H 2.491 -0.375 0.503
H -0.779 1.254 -1.105
```

Summary:
Total energy ... -957.5478 Eh
LUMO level ... -1.60 eV
Largest force on an atom ... 0.074 Eh/bohr
HOMO ... -9.998 eV
Charge ... 0
ΔE to the lowest compared entry with this formula, charge and spin ... 201.19 kJ/mol

=====

(5)
Below is an isolated molecule of H3IN2O2S at a distorted geometry, with properties calculated with ωB97M-V/def2-TZVPD.

XYZ file:
```
9
Properties=species:S:1:pos:R:3
N -0.639 0.221 1.115
N -0.072 -0.753 -1.224
O -0.149 1.741 -0.861
O 1.681 0.496 0.310
S 0.324 0.537 -0.174
I 0.163 -2.370 -0.110
H -0.216 0.262 2.030
H -1.631 0.641 0.927
H 0.539 -0.774 -2.014
```

Summary:
Total energy ... -957.6185 Eh
LUMO level ... -0.24 eV
Largest force on an atom ... 0.067 Eh/bohr
HOMO ... -9.638 eV
Charge ... 0
ΔE to the lowest compared entry with this formula, charge and spin ... 15.55 kJ/mol

=====

(6)
Below is a structure of composition H3INO2P at a distorted geometry, with properties calculated with ωB97M-V/def2-TZVPD.

XYZ file:
```
8
Properties=species:S:1:pos:R:3
N -0.730 -0.536 -0.586
O -0.034 1.840 0.273
O 0.948 -0.054 1.297
P 0.701 0.589 -0.261
I -0.764 -0.878 -2.662
H -0.505 -1.585 -0.218
H -0.634 1.627 0.962
H 1.019 -1.003 1.195
```

Summary:
Total energy ... -846.0930 Eh
LUMO level ... -0.34 eV
Largest force on an atom ... 0.067 Eh/bohr
HOMO ... -9.242 eV
Charge ... 0
ΔE to the lowest compared entry with this formula, charge and spin ... 20.02 kJ/mol